(1)
{"formula": "C3H7N2O", "method": "ωB97M-V with the def2-TZVPD basis set", "spin_multiplicity": 2, "energy_ev": -8248.97668, "homo_ha": [-0.1449, -0.2920], "species": ["O", "N", "N", "C", "C", "C", "H", "H", "H", "H", "H", "H", "H"], "positions_angstrom": [[-1.424, 0.101, 2.198], [0.494, 1.037, -0.148], [-0.487, -0.684, -1.071], [1.502, 0.221, -0.596], [-0.758, 0.493, -0.414], [0.886, -0.752, -1.397], [-1.630, 0.972, -0.003], [-0.885, 0.271, 2.975], [2.641, 0.299, -0.507], [-1.309, -0.814, 1.902], [-1.146, -1.279, -1.521], [0.769, 1.670, 0.565], [1.347, -1.535, -1.982]]}

---

(2)
{"formula": "C17H18N4O2SSr", "method": "ωB97M-V with the def2-TZVPD basis set", "energy_ev": -39650.09476, "homo_ha": -0.2501, "species": ["Sr", "S", "O", "O", "N", "N", "N", "N", "C", "C", "C", "C", "C", "C", "C", "C", "C", "C", "C", "C", "C", "C", "C", "C", "C", "H", "H", "H", "H", "H", "H", "H", "H", "H", "H", "H", "H", "H", "H", "H", "H", "H", "H"], "positions_angstrom": [[0.979, -2.208, -2.359], [-0.868, 0.136, -2.006], [2.740, -2.381, -0.636], [2.945, -0.583, -1.877], [-0.822, 1.926, -0.129], [2.362, -0.590, 1.478], [-4.621, -0.334, 0.712], [1.195, 1.667, -1.248], [-0.110, -4.570, -2.173], [-3.239, -2.568, -1.630], [-1.791, -2.324, 0.277], [0.345, 4.013, 0.418], [-0.080, 1.313, -1.073], [-2.980, -1.993, -0.375], [3.422, -0.393, 0.494], [-0.890, -3.191, -0.301], [3.040, -1.164, -0.758], [-3.895, -1.085, 0.225], [-2.342, -3.432, -2.211], [-0.531, 3.769, 3.043], [0.697, 4.964, 1.366], [0.266, 4.845, 2.677], [-1.125, -3.792, -1.570], [-0.425, 2.918, 0.799], [-0.874, 2.805, 2.111], [4.413, -0.744, 0.810], [1.808, 1.005, -1.722], [0.540, 5.593, 3.409], [-4.158, -2.322, -2.147], [1.631, 2.223, -0.527], [2.637, -0.224, 2.380], [0.608, -5.032, -1.494], [-0.885, 3.676, 4.061], [0.026, -3.436, 0.231], [-1.577, -1.892, 1.247], [0.623, 4.150, -0.618], [1.295, 5.814, 1.066], [-1.718, 1.486, 0.022], [-0.302, -5.230, -3.013], [-1.484, 1.957, 2.396], [2.201, -1.586, 1.586], [-2.563, -3.851, -3.186], [3.508, 0.665, 0.248]]}

---

(3)
{"formula": "C4H13NOS", "method": "ωB97M-V with the def2-TZVPD basis set", "energy_ev": -18729.64417, "smiles": "CN[C@H](C)CS.O", "homo_ha": -0.3171, "species": ["S", "O", "N", "C", "C", "C", "C", "H", "H", "H", "H", "H", "H", "H", "H", "H", "H", "H", "H", "H"], "positions_angstrom": [[-1.564, -1.201, 3.050], [1.270, 5.299, -2.054], [0.571, -1.894, -0.430], [-1.474, -0.363, -0.487], [1.584, -0.806, -0.659], [-0.162, -1.198, 1.805], [-0.673, -1.558, 0.423], [1.654, -0.127, 0.102], [-1.708, -0.773, -1.412], [0.688, 4.564, -2.068], [0.323, -0.153, 1.757], [0.362, -2.033, -1.375], [-2.292, -0.004, 0.100], [0.496, -2.029, 2.341], [1.366, -0.365, -1.634], [-0.699, 0.315, -0.572], [-1.720, 0.106, 3.152], [2.552, -1.257, -0.953], [-1.306, -2.412, 0.432], [0.730, 5.888, -1.517]]}

---

(4)
{"formula": "C9H15Cl6O4P", "method": "ωB97M-V with the def2-TZVPD basis set", "energy_ev": -102190.61307, "smiles": "O=P(O[C@H](Cl)CCCl)(O[C@H](Cl)CCCl)O[C@@H](Cl)CCCl", "homo_ha": -0.3804, "species": ["Cl", "Cl", "Cl", "Cl", "Cl", "Cl", "P", "O", "O", "O", "O", "C", "C", "C", "C", "C", "C", "C", "C", "C", "H", "H", "H", "H", "H", "H", "H", "H", "H", "H", "H", "H", "H", "H", "H"], "positions_angstrom": [[-0.995, 3.271, -0.958], [0.595, -1.612, -1.965], [2.315, 3.845, -2.586], [2.439, 2.329, 2.518], [0.949, -1.595, 4.959], [-2.981, -4.285, -1.728], [-0.331, 0.186, 0.283], [-1.566, 0.639, 0.999], [0.996, 0.660, 1.070], [-0.446, 0.694, -1.299], [-0.609, -1.417, 0.357], [0.073, 1.991, -1.499], [1.379, -0.399, 3.756], [-2.186, -4.061, -0.267], [0.329, 0.646, 3.357], [0.815, 1.573, 2.142], [-0.776, -2.083, -0.910], [0.294, 2.104, -3.029], [0.805, 3.509, -3.435], [-0.739, -3.617, -0.566], [-0.287, -4.154, -1.438], [-0.640, 1.785, -3.527], [-1.717, -1.908, -1.392], [0.035, 4.299, -3.362], [1.616, -1.055, 2.894], [-0.067, -3.810, 0.158], [-2.602, -3.278, 0.394], [-0.574, 0.073, 3.290], [1.186, 1.395, -3.258], [1.235, 3.435, -4.442], [-2.033, -5.008, 0.278], [2.318, 0.043, 4.056], [-0.018, 2.393, 1.914], [0.231, 1.277, 4.229], [0.960, 2.137, -0.992]]}

---

(5)
{"formula": "CH4N3P", "method": "ωB97M-V with the def2-TZVPD basis set", "spin_multiplicity": 3, "energy_ev": -14853.66375, "homo_ha": [-0.2619, -0.3740], "species": ["P", "N", "N", "N", "C", "H", "H", "H", "H"], "positions_angstrom": [[1.081, 0.870, -0.104], [-1.241, -0.041, 0.513], [-0.795, -1.016, -0.092], [-0.614, 1.063, 0.513], [0.425, -0.781, -0.826], [1.593, 0.183, 1.132], [0.997, -1.631, -0.862], [-1.484, 2.008, 1.589], [0.037, -0.656, -1.863]]}